# 1
{
  "formula": "C16H22N4PdS3Se",
  "method": "ωB97M-V/def2-TZVPD",
  "total_charge": 0,
  "gap_ev": 6.2128,
  "homo_energy_ev": -6.653,
  "multiplicity": 1,
  "total_energy_ev": -124243.4864,
  "de_lowest_kj_mol": 71.6,
  "elements": ["Pd", "C", "C", "S", "C", "C", "S", "H", "H", "H", "H", "H", "H", "C", "N", "C", "C", "N", "C", "S", "H", "H", "H", "H", "H", "H", "H", "H", "C", "N", "C", "Se", "N", "C", "C", "C", "C", "C", "C", "H", "H", "H", "H", "H", "H", "H", "H"],
  "positions_angstrom": [[0.050, -0.847, -0.313], [1.365, 3.614, -0.692], [0.947, 2.188, -0.968], [0.747, 1.164, 0.463], [0.716, 1.657, -2.188], [0.741, 2.400, -3.494], [0.412, -0.085, -2.343], [1.421, 3.800, 0.380], [0.646, 4.325, -1.103], [2.341, 3.839, -1.127], [0.875, 3.469, -3.346], [-0.196, 2.243, -4.035], [1.543, 2.055, -4.153], [2.228, -4.075, -0.658], [2.769, -2.756, -0.433], [3.871, -2.225, -1.224], [4.027, -0.813, -0.648], [3.397, -0.960, 0.661], [2.548, -2.008, 0.651], [1.330, -2.238, 1.806], [2.045, -4.207, -1.724], [1.288, -4.161, -0.119], [2.920, -4.850, -0.315], [3.598, -2.205, -2.279], [4.769, -2.838, -1.098], [3.472, -0.089, -1.251], [5.066, -0.506, -0.559], [3.094, -0.151, 1.183], [-3.209, 0.399, -1.083], [-2.944, -0.200, 0.210], [-2.217, -1.320, 0.411], [-1.706, -2.600, -0.846], [-2.103, -1.493, 1.752], [-2.682, -0.429, 2.420], [-2.766, -0.103, 3.765], [-3.425, 1.071, 4.083], [-3.971, 1.894, 3.093], [-3.877, 1.574, 1.751], [-3.225, 0.391, 1.434], [-2.632, -0.136, -1.832], [-2.884, 1.439, -1.064], [-4.271, 0.339, -1.317], [-1.515, -2.219, 2.130], [-2.330, -0.734, 4.529], [-3.512, 1.363, 5.120], [-4.472, 2.808, 3.384], [-4.290, 2.216, 0.985]]
}



# 2
{
  "formula": "C16H23AuN8O4S",
  "method": "ωB97M-V/def2-TZVPD",
  "total_charge": 0,
  "gap_ev": 6.9594,
  "homo_energy_ev": -7.282,
  "multiplicity": 1,
  "total_energy_ev": -51604.5471,
  "de_lowest_kj_mol": 60.6,
  "elements": ["Au", "N", "C", "C", "C", "C", "N", "C", "N", "N", "C", "O", "O", "H", "H", "H", "H", "H", "H", "H", "H", "H", "H", "H", "H", "H", "H", "N", "C", "C", "C", "C", "C", "C", "S", "O", "O", "N", "C", "N", "C", "C", "C", "N", "H", "H", "H", "H", "H", "H", "H", "H", "H"],
  "positions_angstrom": [[-0.349, 0.018, 0.220], [-0.775, 2.906, 0.445], [-1.301, 3.145, -0.879], [-2.025, 4.491, -1.077], [-2.993, 4.941, 0.026], [-4.135, 3.979, 0.355], [-4.758, 3.468, -0.853], [-6.012, 3.441, -1.192], [-6.991, 4.037, -0.479], [-6.345, 2.809, -2.333], [-2.080, 1.923, -1.438], [-3.036, 2.163, -2.227], [-1.737, 0.756, -1.154], [-1.447, 2.906, 1.198], [-0.003, 3.514, 0.669], [-0.429, 3.166, -1.542], [-2.533, 4.479, -2.042], [-1.260, 5.267, -1.148], [-3.416, 5.903, -0.273], [-2.443, 5.117, 0.953], [-4.859, 4.475, 1.003], [-3.759, 3.116, 0.912], [-4.068, 2.937, -1.481], [-6.788, 4.402, 0.433], [-7.953, 3.846, -0.690], [-5.635, 2.278, -2.812], [-7.300, 2.711, -2.623], [5.597, 3.092, 4.224], [4.445, 2.334, 4.011], [4.336, 1.048, 4.541], [3.219, 0.273, 4.285], [2.193, 0.779, 3.503], [2.286, 2.059, 2.978], [3.405, 2.833, 3.224], [0.750, -0.185, 3.170], [-0.356, 0.741, 3.127], [0.714, -1.257, 4.124], [0.910, -0.745, 1.640], [1.893, -1.648, 1.320], [1.831, -2.157, 0.077], [2.765, -3.033, -0.250], [3.774, -3.428, 0.616], [3.752, -2.830, 1.863], [2.832, -1.949, 2.226], [6.125, 2.839, 5.043], [5.470, 4.088, 4.150], [5.139, 0.654, 5.153], [3.127, -0.726, 4.685], [1.465, 2.437, 2.386], [3.480, 3.832, 2.811], [2.704, -3.438, -1.256], [4.529, -4.146, 0.333], [4.508, -3.062, 2.608]]
}



# 3
{
  "formula": "C16H23BClNO5P",
  "method": "ωB97M-V/def2-TZVPD",
  "total_charge": 1,
  "smiles": "CCCc1c2cc(COC)c(B(O)CC)cc2cc(P(=O)(O)O)[n+]1Cl",
  "gap_ev": 7.1637,
  "homo_energy_ev": -12.158,
  "multiplicity": 1,
  "total_energy_ev": -51167.6521,
  "elements": ["C", "C", "C", "C", "C", "C", "C", "C", "O", "C", "C", "B", "O", "C", "C", "C", "C", "C", "C", "P", "O", "O", "O", "N", "Cl", "H", "H", "H", "H", "H", "H", "H", "H", "H", "H", "H", "H", "H", "H", "H", "H", "H", "H", "H", "H", "H", "H", "H"],
  "positions_angstrom": [[2.488, -2.831, -0.954], [1.258, -3.691, -0.374], [-0.185, -3.307, -1.002], [-0.945, -2.368, 0.064], [-0.639, -0.807, -0.028], [0.312, -0.208, -1.108], [0.691, 1.311, -1.228], [1.724, 1.697, -2.387], [1.313, 1.242, -3.717], [-0.062, 1.698, -3.946], [0.052, 2.288, -0.183], [0.449, 3.892, -0.239], [-0.492, 4.935, -0.521], [2.051, 4.209, 0.014], [2.733, 3.036, 0.936], [-0.947, 1.705, 0.889], [-1.301, 0.185, 0.988], [-2.258, -0.436, 2.072], [-2.498, -1.990, 2.095], [-3.620, -2.628, 3.475], [-4.493, -3.822, 3.084], [-2.659, -3.090, 4.825], [-4.697, -1.366, 3.956], [-1.835, -2.861, 1.094], [-2.085, -4.571, 1.170], [2.388, -2.642, -2.095], [2.546, -1.769, -0.488], [3.488, -3.362, -0.787], [1.498, -4.798, -0.598], [1.195, -3.465, 0.752], [-0.736, -4.311, -1.177], [-0.125, -2.816, -2.044], [0.767, -0.933, -1.868], [2.710, 1.131, -2.153], [1.995, 2.806, -2.445], [-0.247, 1.676, -5.090], [-0.192, 2.777, -3.546], [-0.824, 0.964, -3.497], [-0.096, 5.810, -0.270], [2.216, 5.193, 0.575], [2.657, 4.209, -0.964], [2.863, 2.049, 0.361], [1.994, 2.815, 1.798], [3.740, 3.352, 1.376], [-1.439, 2.418, 1.630], [-2.777, 0.227, 2.861], [-2.908, -2.507, 5.593], [-5.072, -1.048, 3.100]]
}



# 4
{
  "formula": "C16H23Br8F3N2O2P",
  "method": "ωB97M-V/def2-TZVPD",
  "total_charge": 1,
  "gap_ev": 8.1017,
  "homo_energy_ev": -12.169,
  "multiplicity": 1,
  "total_energy_ev": -601815.7336,
  "elements": ["N", "P", "O", "C", "O", "C", "C", "C", "N", "C", "C", "C", "C", "F", "Br", "C", "F", "F", "Br", "C", "H", "H", "H", "H", "H", "H", "H", "H", "H", "H", "H", "Br", "C", "C", "Br", "H", "H", "H", "H", "Br", "C", "C", "Br", "H", "H", "H", "H", "Br", "C", "C", "Br", "H", "H", "H", "H"],
  "positions_angstrom": [[-3.962, 4.419, -0.331], [-4.662, 3.275, -1.085], [-4.047, 2.818, -2.538], [-2.706, 2.567, -2.627], [-2.003, 3.113, -3.415], [-2.161, 1.493, -1.727], [-1.730, 1.801, -0.438], [-1.179, 0.798, 0.312], [-1.068, -0.438, -0.195], [-1.462, -0.780, -1.434], [-1.284, -2.187, -1.914], [-1.337, -3.214, -0.786], [-1.332, -4.677, -1.210], [-0.032, -5.094, -1.309], [-2.193, -5.034, -2.895], [-1.961, -5.571, -0.114], [-1.350, -5.258, 1.054], [-1.714, -6.850, -0.369], [-3.859, -5.302, 0.122], [-2.032, 0.199, -2.216], [-3.189, 4.876, -0.797], [-5.988, 3.501, -1.444], [-4.707, 2.053, -0.397], [-1.815, 2.796, -0.031], [-0.821, 0.968, 1.312], [-0.654, -1.139, 0.411], [-2.067, -2.356, -2.643], [-0.310, -2.239, -2.402], [-0.432, -3.113, -0.187], [-2.173, -3.014, -0.119], [-2.357, -0.050, -3.214], [1.453, 0.849, -2.799], [2.637, 2.214, -2.060], [3.177, 1.810, -0.718], [1.799, 1.956, 0.652], [2.057, 3.130, -2.018], [3.447, 2.326, -2.776], [3.977, 2.477, -0.409], [3.518, 0.780, -0.700], [-0.313, -2.865, 6.424], [-1.683, -3.392, 5.157], [-1.107, -3.689, 3.800], [-0.608, -2.040, 2.872], [-2.412, -2.590, 5.130], [-2.143, -4.291, 5.561], [-1.839, -4.178, 3.162], [-0.204, -4.288, 3.849], [7.129, 1.995, 0.589], [7.554, 3.881, 0.814], [6.348, 4.664, 1.255], [5.094, 4.913, -0.213], [7.947, 4.227, -0.136], [8.333, 3.925, 1.571], [6.628, 5.663, 1.578], [5.801, 4.163, 2.046]]
}



# 5
{
  "formula": "C16H23ClN2O4S",
  "method": "ωB97M-V/def2-TZVPD",
  "total_charge": 0,
  "gap_ev": 8.4189,
  "homo_energy_ev": -8.021,
  "multiplicity": 1,
  "total_energy_ev": -51475.1381,
  "de_lowest_kj_mol": 1764.6,
  "elements": ["C", "H", "O", "C", "C", "C", "C", "C", "C", "Cl", "H", "N", "C", "O", "C", "N", "S", "O", "O", "C", "H", "H", "H", "C", "C", "C", "C", "C", "C", "H", "H", "H", "H", "H", "H", "H", "H", "H", "H", "H", "H", "H", "H", "H", "H", "H", "H"],
  "positions_angstrom": [[-7.673, -0.960, 0.452], [-8.485, -0.534, 0.763], [-6.588, 0.137, 0.451], [-5.431, -0.257, 0.027], [-5.036, -1.605, -0.651], [-3.803, -1.684, -0.847], [-2.909, -0.699, -0.592], [-3.252, 0.662, -0.334], [-4.595, 0.827, 0.092], [-5.007, 2.256, 0.857], [-2.589, 1.648, -0.072], [-1.617, -0.702, -1.306], [-0.380, -0.257, -1.044], [-0.367, 1.056, -0.268], [0.877, -0.677, -1.635], [1.841, -0.809, -0.364], [1.434, -1.687, 0.955], [2.430, -2.361, 1.526], [0.304, -2.117, 0.458], [0.922, -0.234, 2.260], [1.811, 0.079, 2.518], [0.274, 0.604, 1.816], [0.329, -0.683, 2.924], [2.992, 0.169, -0.386], [4.221, -0.218, 0.038], [5.534, 0.509, 0.017], [5.163, 1.760, 0.363], [3.993, 2.609, -0.470], [2.656, 1.532, -0.065], [1.911, 1.889, -0.674], [2.487, 1.732, 0.830], [3.700, 3.455, -0.292], [4.231, 2.468, -1.482], [6.006, 2.434, 0.131], [4.901, 1.964, 1.435], [6.326, 0.330, 0.670], [5.770, 0.417, -1.195], [3.962, -0.341, 1.603], [4.413, -1.383, 0.043], [3.261, 0.235, -1.517], [1.326, -0.070, -2.134], [0.568, -1.579, -1.694], [-1.456, -1.773, -1.533], [-3.491, -2.685, -1.291], [-5.857, -2.185, -0.691], [-7.302, -1.909, 0.942], [-7.804, -1.358, -0.634]]
}



# 6
{
  "formula": "C16H23N3O3V",
  "method": "ωB97M-V/def2-TZVPD",
  "s_squared": 2.034,
  "total_charge": 1,
  "gap_ev": [6.5742, 6.9132],
  "homo_energy_ev": [-9.622, -9.986],
  "multiplicity": 3,
  "total_energy_ev": -53258.4614,
  "elements": ["V", "C", "C", "O", "C", "C", "C", "C", "C", "C", "O", "H", "H", "H", "H", "H", "H", "H", "O", "C", "C", "C", "C", "C", "C", "N", "H", "H", "H", "H", "H", "H", "H", "N", "C", "C", "N", "H", "H", "H", "H", "H", "H", "H", "H", "H"],
  "positions_angstrom": [[0.163, 0.053, 1.115], [-1.539, 2.622, -1.834], [-1.154, 1.326, -1.165], [-0.539, 1.358, -0.101], [-1.539, 0.030, -1.832], [-2.245, 0.048, -3.056], [-2.609, -1.139, -3.686], [-2.270, -2.346, -3.099], [-1.570, -2.357, -1.887], [-1.175, -1.188, -1.202], [-0.538, -1.250, -0.099], [-1.187, 3.460, -1.223], [-2.627, 2.701, -1.913], [-1.065, 2.701, -2.815], [-2.520, 0.981, -3.532], [-3.151, -1.119, -4.625], [-2.540, -3.287, -3.566], [-1.313, -3.319, -1.441], [1.626, 0.053, 2.425], [2.931, 0.137, 1.865], [2.859, -0.009, 0.370], [4.025, -0.157, -0.379], [3.925, -0.260, -1.764], [2.671, -0.211, -2.361], [1.564, -0.056, -1.544], [1.632, 0.053, -0.200], [1.468, 0.933, 2.931], [3.533, -0.668, 2.296], [3.378, 1.102, 2.126], [4.996, -0.192, 0.103], [4.817, -0.377, -2.372], [2.558, -0.290, -3.436], [0.562, -0.012, -1.960], [-0.589, 1.413, 2.418], [-1.491, 0.755, 3.350], [-0.946, -0.650, 3.665], [-0.589, -1.307, 2.418], [0.244, 1.873, 2.914], [-1.051, 2.263, 1.850], [-2.479, 0.666, 2.885], [-1.602, 1.345, 4.265], [-1.683, -1.240, 4.218], [-0.049, -0.561, 4.288], [-1.435, -1.768, 1.945], [0.133, -2.158, 2.534], [-1.589, 0.053, 1.115]]
}